(1)
This record from OMol25 describes an isolated molecule of C20H20FN3O5S. The level of theory is wB97M-V/def2-TZVPD.

Summary:
- electronic energy (eV) = -49325.664
- highest occupied orbital energy (eV) = -8.690
- energy relative to the best compared isomer or geometry (same formula, charge and spin) (kJ/mol) = 90.9
- orbital gap (Ha) = 0.336
- LUMO level (eV) = 0.454
- largest force on an atom (eV/Å) = 1.1
- SMILES string = O=C(CN1C(=O)COc2ccc(S(=O)(=O)N3CCCC3)cc21)Nc1cccc(F)c1

Atoms and positions in Å:
O 1.751 -0.777 -1.227
C 2.218 0.147 -0.605
N 1.987 1.464 -0.854
C 1.144 2.027 -1.820
C 0.896 3.395 -1.733
C 0.065 3.984 -2.664
C -0.531 3.262 -3.682
C -0.271 1.905 -3.757
C 0.560 1.284 -2.841
H 0.756 0.229 -2.913
H -0.719 1.319 -4.544
H -1.175 3.759 -4.390
F -0.168 5.308 -2.573
H 1.334 3.999 -0.953
H 2.410 2.137 -0.230
C 3.157 -0.079 0.589
N 2.911 -1.386 1.157
C 3.843 -2.364 0.976
O 4.937 -2.146 0.508
C 3.391 -3.763 1.362
H 2.989 -4.226 0.446
O 2.437 -3.838 2.399
C 1.457 -2.896 2.363
C 0.253 -3.165 3.002
C -0.769 -2.230 2.995
C -0.560 -1.023 2.362
C 0.641 -0.726 1.752
C 1.667 -1.658 1.735
H 0.737 0.250 1.310
S -1.852 0.197 2.180
O -1.221 1.488 2.074
O -2.859 0.006 3.180
N -2.463 -0.299 0.704
C -3.907 -0.273 0.524
H -4.228 -1.252 0.151
H -4.381 -0.083 1.485
C -4.152 0.813 -0.523
H -4.119 1.796 -0.052
H -5.103 0.692 -1.036
C -2.946 0.627 -1.443
H -2.717 1.512 -2.034
H -3.119 -0.212 -2.118
C -1.817 0.291 -0.464
H -1.092 -0.413 -0.881
H -1.291 1.199 -0.152
H -1.715 -2.420 3.473
H 0.139 -4.118 3.492
H 4.257 -4.342 1.690
H 3.044 0.694 1.353
H 4.193 -0.094 0.230

***

(2)
This record from OMol25 describes a structure of composition C20H20IrN2. The level of theory is wB97M-V/def2-TZVPD.

Summary:
- electronic energy (eV) = -26875.807
- highest occupied orbital energy (spin up / spin down) (eV) = -5.368 / -7.248
- multiplicity = 6
- orbital gap (spin up / spin down) (Ha) = 0.217 / 0.195
- LUMO level (spin up / spin down) (eV) = 0.546 / -1.941
- largest force on an atom (eV/Å) = 4.4

Atoms and positions in Å:
C 2.078 0.067 -1.108
C 2.117 -1.051 -0.225
C 2.044 -0.557 1.109
C 1.939 0.861 1.049
C 1.960 1.248 -0.324
Ir 0.000 0.000 0.000
C -0.755 -1.574 -1.193
C -0.965 -0.429 -2.139
C -0.919 -0.490 -3.501
N -1.083 0.765 -1.386
H 2.024 -1.164 2.016
H 2.190 -2.098 -0.521
H 1.833 1.534 1.902
H 1.880 2.267 -0.707
H 2.059 0.015 -2.199
H -0.257 -2.452 -1.623
H -1.232 1.612 -1.939
H -1.681 -1.839 -0.651
H -0.854 -1.454 -4.012
H -1.018 0.414 -4.114
C -2.342 4.567 2.243
C -1.531 4.238 1.155
C -1.091 2.921 0.978
C -1.457 1.920 1.889
C -2.273 2.267 2.989
C -2.711 3.582 3.161
N -1.032 0.572 1.681
C -1.280 -0.445 2.636
C -0.444 -0.569 3.754
C -0.665 -1.587 4.685
C -1.728 -2.478 4.508
C -2.566 -2.355 3.395
C -2.339 -1.344 2.454
H -2.687 5.584 2.376
H -1.246 5.002 0.445
H -0.465 2.693 0.132
H -2.585 1.524 3.712
H -3.342 3.835 4.003
H 0.385 0.115 3.892
H -0.011 -1.687 5.542
H -1.899 -3.265 5.232
H -3.389 -3.045 3.261
H -2.988 -1.255 1.593

***

(3)
This record from OMol25 describes an isolated molecule of C20H20N2O7. The level of theory is wB97M-V/def2-TZVPD.

Summary:
- electronic energy (eV) = -38374.977
- highest occupied orbital energy (eV) = -8.189
- energy relative to the best compared isomer or geometry (same formula, charge and spin) (kJ/mol) = 320.9
- orbital gap (Ha) = 0.275
- LUMO level (eV) = -0.702
- largest force on an atom (eV/Å) = 1.5
- SMILES string = COc1cc(/C=C/C(=O)OCC(=O)Nc2cc(C)c(C)cc2[N+](=O)[O-])ccc1O

Atoms and positions in Å:
C -4.015 5.599 0.163
H -4.839 6.125 -0.315
O -3.464 6.511 1.081
C -2.367 6.115 1.811
C -1.772 4.873 1.760
C -0.641 4.591 2.539
C -0.127 5.592 3.363
C -0.731 6.832 3.435
C -1.851 7.109 2.667
O -2.437 8.326 2.730
H -3.189 8.331 2.122
H -0.347 7.606 4.079
H 0.746 5.388 3.964
C 0.004 3.298 2.509
C -0.497 2.154 2.019
C 0.280 0.918 2.071
O 1.434 0.811 2.411
O -0.485 -0.139 1.710
C 0.148 -1.399 1.662
H -0.512 -2.123 2.150
H 1.106 -1.343 2.199
C 0.405 -1.817 0.213
O 0.196 -1.100 -0.732
N 0.892 -3.095 0.162
C 1.209 -3.863 -0.942
C 1.039 -3.389 -2.244
C 1.333 -4.152 -3.358
C 1.830 -5.459 -3.199
C 2.011 -5.938 -1.922
C 1.711 -5.175 -0.788
N 1.936 -5.794 0.471
O 2.411 -6.910 0.489
O 1.641 -5.186 1.499
H 2.391 -6.936 -1.763
C 2.152 -6.311 -4.385
H 2.526 -7.281 -4.070
H 1.264 -6.463 -4.998
H 2.906 -5.833 -5.008
C 1.118 -3.587 -4.723
H 2.053 -3.575 -5.281
H 0.412 -4.202 -5.281
H 0.731 -2.574 -4.666
H 0.661 -2.388 -2.370
H 1.054 -3.583 1.047
H -1.481 2.064 1.589
H 0.991 3.250 2.955
H -2.156 4.111 1.103
H -4.397 4.707 0.667
H -3.282 5.306 -0.595

***

(4)
This record from OMol25 describes a structure of composition C20H20N5OZn. The level of theory is wB97M-V/def2-TZVPD.

Summary:
- electronic energy (eV) = -78977.897
- highest occupied orbital energy (eV) = -11.797
- orbital gap (Ha) = 0.334
- LUMO level (eV) = -2.719
- charge = +1
- largest force on an atom (eV/Å) = 0.3

Atoms and positions in Å:
Zn 0.525 -0.226 0.013
C -1.073 2.239 0.999
C -1.244 1.441 2.291
C 0.053 0.919 2.856
C 0.651 1.539 3.943
C 1.824 1.017 4.461
C 2.366 -0.121 3.885
C 1.727 -0.661 2.788
N 0.599 -0.157 2.272
N -0.876 1.383 -0.194
C -0.413 2.202 -1.334
C 0.226 1.371 -2.425
C 0.784 1.975 -3.540
C 1.384 1.174 -4.493
C 1.399 -0.203 -4.310
C 0.821 -0.717 -3.169
N 0.243 0.054 -2.241
C -2.135 0.681 -0.558
C -2.248 -0.755 -0.082
C -3.490 -1.336 0.104
C -3.561 -2.673 0.455
C -2.389 -3.395 0.620
C -1.187 -2.742 0.437
N -1.120 -1.453 0.089
H -1.950 2.875 0.838
H -0.206 2.894 1.093
H -1.704 2.096 3.030
H -1.933 0.608 2.135
H 0.192 2.414 4.385
H 2.307 1.489 5.307
H 3.272 -0.571 4.265
H 2.140 -1.525 2.281
H -1.249 2.772 -1.753
H 0.315 2.926 -0.967
H 0.757 3.052 -3.652
H 1.844 1.616 -5.367
H 1.859 -0.862 -5.032
H 0.818 -1.784 -2.976
H -2.996 1.247 -0.196
H -2.205 0.653 -1.645
H -4.390 -0.748 -0.025
H -4.522 -3.148 0.603
H -2.402 -4.440 0.894
H -0.243 -3.254 0.574
O 4.749 -0.008 -0.121
C 3.570 -0.040 -0.143
N 2.379 -0.056 -0.173

***

(5)
This record from OMol25 describes a structure of composition C20H21BF4OPPtSSe2Te2. The level of theory is wB97M-V/def2-TZVPD.

Summary:
- electronic energy (eV) = -203334.965
- highest occupied orbital energy (spin up / spin down) (eV) = -4.575 / -4.690
- multiplicity = 3
- energy relative to the best compared isomer or geometry (same formula, charge and spin) (kJ/mol) = 0.0
- orbital gap (spin up / spin down) (Ha) = 0.248 / 0.213
- LUMO level (spin up / spin down) (eV) = 2.180 / 1.094
- charge = -1
- largest force on an atom (eV/Å) = 1.0

Atoms and positions in Å:
Pt -0.470 -0.380 1.696
Se -0.932 0.773 3.925
Te -0.972 -1.657 3.856
Te -0.857 -2.858 0.810
Se 1.163 -3.475 -0.375
F -5.135 -3.810 2.878
B -3.941 -3.137 3.134
F -3.661 -2.223 2.076
F -4.018 -2.435 4.350
F -2.856 -4.049 3.203
C 0.656 1.950 -0.701
P -0.599 0.709 -0.264
C -0.714 -0.344 -1.738
C 0.374 -0.512 -2.586
C 0.313 -1.414 -3.641
C -0.838 -2.154 -3.855
C -1.924 -2.007 -3.002
C -1.858 -1.119 -1.942
C -2.113 1.747 -0.370
C -2.834 1.904 -1.551
C -3.931 2.753 -1.602
C -4.315 3.463 -0.474
C -3.597 3.318 0.704
C -2.505 2.465 0.756
H 0.395 2.433 -1.644
H 1.647 1.506 -0.767
H 0.671 2.691 0.098
H 1.287 0.046 -2.420
H 1.172 -1.544 -4.287
H -0.884 -2.861 -4.674
H -2.818 -2.599 -3.147
H -2.700 -1.026 -1.265
H -2.545 1.359 -2.440
H -4.486 2.856 -2.527
H -5.177 4.118 -0.510
H -3.896 3.858 1.594
H -1.966 2.331 1.686
C 4.020 -2.379 2.113
S 2.604 -1.274 2.201
O 2.686 -0.641 3.554
C 3.255 -0.059 1.046
C 3.500 -0.384 -0.284
C 4.067 0.569 -1.116
C 4.367 1.837 -0.628
C 4.086 2.156 0.693
C 3.529 1.205 1.540
H 4.938 -1.804 2.226
H 3.996 -2.923 1.169
H 3.892 -3.073 2.942
H 3.233 -1.367 -0.656
H 4.271 0.325 -2.152
H 4.812 2.577 -1.281
H 4.301 3.148 1.069
H 3.306 1.412 2.580